Formula: C18H11Cl2N4O2Pt
Source: the Open Molecules 2025 dataset
Level of theory: ωB97M-V with the def2-TZVPD basis set

XYZ file:
```
38
Properties=species:S:1:pos:R:3
Pt -0.5365 1.2068 0.5313
Cl -2.3578 1.0027 -2.7924
Cl -3.5079 0.4219 2.1688
O 3.2372 2.6227 1.2720
O 1.1772 2.7046 3.6769
N 0.9973 1.0154 -0.9724
N -2.1046 0.0210 -0.3412
N 0.9911 2.0634 1.4359
N -1.2201 0.8068 3.4765
C 2.1704 1.5049 -0.5382
C -4.3692 -0.7510 1.7716
C -4.2743 -0.2987 -1.4745
C -3.9199 1.9499 1.9670
C 3.2749 0.7579 -2.5091
C -3.0313 0.1847 -1.3785
C 2.2078 2.1433 0.8443
C 0.5650 2.2832 2.7351
C -0.9148 1.8913 2.6400
C -1.7709 3.0896 2.5461
C 0.9447 0.3842 -2.1441
C 3.3283 1.4006 -1.2834
C -5.1404 -1.3025 0.7404
C 2.0672 0.2381 -2.9432
C -2.4856 0.3430 0.8601
C -3.0992 3.0746 2.2994
C -2.2694 0.1183 3.4152
C -5.1058 -1.1145 -0.6101
H -0.0225 0.0039 -2.4325
H 1.9832 -0.2784 -3.8891
H -5.8647 -2.0369 1.0831
H -4.3384 0.5313 3.4116
H -2.4598 -0.7802 3.9988
H -1.2446 4.0375 2.5976
H -4.7284 -0.0958 -2.4389
H -3.6103 4.0275 2.2225
H -5.8500 -1.6721 -1.1699
H 4.2372 1.8176 -0.8733
H 4.1665 0.6551 -3.1144
```

## Properties
HOMO level (spin up / spin down): -3.2597 / -3.0990 eV
Multiplicity: 1
Energy: -2101.05920 Ha
Net charge: -1
Kohn-Sham gap (spin up / spin down): 5.24 / 5.08 eV

=====

Formula: C5H8N4O3
Source: the Open Molecules 2025 dataset
Level of theory: ωB97M-V with the def2-TZVPD basis set

XYZ file:
```
20
Properties=species:S:1:pos:R:3
O -1.6207 -0.7797 0.4621
O 1.5106 0.1772 1.2729
O -1.2854 -2.8747 -0.1805
N 3.6463 3.0125 1.3162
N -2.0324 -0.2482 -2.2193
N -3.5141 -2.0986 -1.9766
N 1.6659 2.0938 0.2106
C -1.6902 -1.7754 -0.4308
C -2.3795 -1.3503 -1.6829
C 2.6054 2.0799 1.2409
C 2.5113 0.9291 1.9153
C 1.0824 0.9457 0.2818
H 0.3359 0.5446 -0.3775
H -2.0078 0.0353 0.1031
H -4.0432 -1.7294 -2.7729
H 3.5852 3.6447 2.1210
H -1.1118 0.1374 -1.9594
H -3.4857 -3.1216 -2.0639
H 2.9718 0.5374 2.8216
H 3.7837 3.4791 0.4301
```

## Properties
HOMO level: -8.8021 eV
Multiplicity: 1
ΔE to the lowest compared entry with this formula, charge and spin: 0.0000 eV
Energy: -640.05005 Ha
Net charge: 0
Kohn-Sham gap: 9.44 eV

=====

Formula: C9H12InNO9P2S2
Source: the Open Molecules 2025 dataset
Level of theory: ωB97M-V with the def2-TZVPD basis set

XYZ file:
```
36
Properties=species:S:1:pos:R:3
In 0.4704 -0.9466 -0.1146
S 1.9049 -0.2337 -2.0444
S -1.4532 -0.5859 -1.5605
P -0.6632 -2.4909 2.6413
P -2.8814 -0.6303 2.3034
O -1.3856 -1.0584 2.8697
O -1.8952 -3.4698 2.4293
O 0.0828 -2.3703 1.3043
O -2.4740 0.8292 1.6760
O -3.7980 -0.3501 3.4341
O 0.1419 -2.8614 3.8130
O -3.1798 -1.5750 1.1862
O 2.5753 -1.2830 0.5484
O 4.5001 -0.9183 1.6119
N 0.4174 0.7460 1.3371
C 0.2100 1.7468 -5.1196
C 2.5350 0.1329 2.4558
C -0.7051 0.3017 -2.8954
C 1.7503 1.2295 1.7462
C 3.2894 -0.7654 1.4729
C 0.6844 0.4473 -3.1106
C -1.5928 0.8940 -3.7981
C -1.1555 1.6050 -4.9019
C 1.1019 1.1764 -4.2297
H -2.6539 0.7839 -3.6128
H 3.2573 0.5775 3.1425
H 0.5794 2.3015 -5.9742
H -2.4782 -3.0669 1.7544
H 1.8497 -0.4833 3.0485
H -0.1888 1.4795 0.9798
H -0.0805 0.3680 2.1447
H 2.1677 1.2874 -4.3894
H 2.2802 1.5547 0.8464
H 1.6287 2.1002 2.4036
H -2.9656 1.4806 2.1815
H -1.8759 2.0469 -5.5801
```

## Properties
HOMO level: -2.2655 eV
Multiplicity: 1
Energy: -2751.81498 Ha
Net charge: -2
Kohn-Sham gap: 6.90 eV

=====

Formula: C4H12S
Source: the Open Molecules 2025 dataset
Level of theory: ωB97M-V with the def2-TZVPD basis set

XYZ file:
```
17
Properties=species:S:1:pos:R:3
S 0.4645 2.9624 0.5108
C -0.3645 -2.1762 -0.5306
C 2.0762 2.1601 0.6209
C -1.3116 -2.3835 -1.7166
C -0.7076 1.9321 1.3282
H -0.7885 2.3105 2.3588
H -0.2012 0.9735 1.3528
H -0.8596 -2.6165 -2.6791
H -2.0499 -3.1470 -1.4818
H -0.7663 -1.6088 0.3290
H 2.3404 1.3472 1.3426
H -1.7478 -1.4019 -1.9105
H 0.5119 -1.6415 -0.9348
H 2.3076 1.4027 -0.1287
H -1.6637 1.9823 0.8212
H 0.0197 -3.0890 -0.0542
H 2.7403 2.9936 0.7719
```

## Properties
HOMO level: -8.3218 eV
Multiplicity: 1
ΔE to the lowest compared entry with this formula, charge and spin: 1.0836 eV
Energy: -557.73059 Ha
Net charge: 0
Kohn-Sham gap: 9.24 eV

=====

Formula: C4H8NO2
Source: the Open Molecules 2025 dataset
Level of theory: ωB97M-V with the def2-TZVPD basis set

XYZ file:
```
15
Properties=species:S:1:pos:R:3
O -2.1204 -0.1488 -1.0679
O -1.8845 -0.0308 1.0982
N 0.0826 -0.9961 0.0795
C 0.8833 1.1995 0.1996
C -1.3654 0.2252 -0.0461
C -0.3891 1.3403 -0.1371
C 1.3237 -0.2571 0.3842
H 1.9996 -0.4060 -0.4822
H 1.8146 -0.5663 1.3164
H -0.0139 -1.7994 0.7013
H 1.4412 1.9792 -0.0358
H -1.7472 0.2278 -1.9439
H -2.8394 -0.3861 1.0971
H 0.0072 -1.2680 -0.9363
H -0.7949 2.2927 -0.0827
```

## Properties
HOMO level: -14.9621 eV
Multiplicity: 1
ΔE to the lowest compared entry with this formula, charge and spin: 1.9871 eV
Energy: -362.14045 Ha
Net charge: +1
Kohn-Sham gap: 11.47 eV

=====

Formula: C19H20FeNO3
Source: the Open Molecules 2025 dataset
Level of theory: ωB97M-V with the def2-TZVPD basis set

XYZ file:
```
44
Properties=species:S:1:pos:R:3
Fe 4.6197 0.5938 -2.9334
O 6.3628 1.8276 -0.9480
O 6.9718 0.8241 -4.6407
O 4.6463 -1.9143 -1.4660
N -1.1063 -1.0568 0.0171
C -1.2423 -3.4042 0.5784
C 1.1950 -0.1407 -1.2950
C 4.7110 -1.0220 -2.2215
C 0.3982 0.6039 -0.2532
C -1.2459 -2.4203 -0.5930
C 1.9711 0.7166 -2.2551
C 5.5676 1.4169 -1.6925
C -4.5196 0.9742 2.0092
C 6.0032 0.6055 -4.0336
C -1.8045 0.9953 2.6649
C -2.3428 -0.0729 1.9460
C -2.6164 2.0665 3.0396
C -3.7095 -0.1022 1.6378
C 0.3439 2.0045 -0.3517
C -3.9764 2.0551 2.7114
C 2.0372 2.0864 -2.1174
C -1.9141 -2.6317 1.7174
C -1.4426 -1.1861 1.4747
C 1.1695 2.7516 -1.2258
H 1.2087 3.8473 -1.1857
H 2.3773 0.1648 -3.1301
H 1.8373 -0.8944 -0.7963
H 2.6892 2.6812 -2.7852
H -2.1928 -2.5031 -1.1568
H 0.3349 0.1945 0.7524
H -0.3334 2.5718 0.2902
H -0.4320 -2.5919 -1.3025
H -1.7637 -4.3388 0.3407
H -4.1296 -0.9580 1.1063
H -3.0087 -2.6957 1.6414
H -0.4795 -1.0961 1.9920
H -0.7400 0.9765 2.9165
H -0.2025 -3.6371 0.8525
H 0.4368 -0.6776 -1.8981
H -1.7068 -0.3932 -0.4732
H -5.5784 0.9597 1.7502
H -1.6018 -2.9680 2.7169
H -4.6152 2.8849 3.0124
H -2.1768 2.9024 3.5872
```

## Properties
HOMO level (spin up / spin down): -10.5394 / -11.2836 eV
Multiplicity: 5
ΔE to the lowest compared entry with this formula, charge and spin: 0.7997 eV
Energy: -2279.73306 Ha
Net charge: +1
Kohn-Sham gap (spin up / spin down): 7.43 / 3.97 eV

=====

Formula: C5H21N2O5
Source: the Open Molecules 2025 dataset
Level of theory: ωB97M-V with the def2-TZVPD basis set

XYZ file:
```
33
Properties=species:S:1:pos:R:3
O 2.7693 0.1142 -0.4417
O 1.8043 -2.1414 -0.8392
O -1.8293 -1.1442 -2.2810
O 1.8854 0.7255 -2.7945
O 2.4388 1.6057 1.5237
N -0.7000 0.9435 -0.8803
N -0.2966 -0.7077 3.2048
C -0.6045 -0.9819 0.6979
C -1.0003 -1.4134 2.1247
C -1.0766 2.3486 -0.4295
C -2.4890 -0.6829 -1.1195
C -1.4914 -0.0395 -0.0866
H -2.1221 2.4005 -0.1870
H 2.7442 0.8949 0.7207
H 3.5937 0.3895 -0.8684
H -0.4821 0.3111 3.1745
H 0.7026 -0.7201 3.0320
H 2.2616 1.0620 -1.9652
H -2.0941 -1.3830 2.2273
H 1.5652 1.1925 1.6097
H -3.1538 0.1128 -1.4762
H 2.3077 -1.5444 -0.2024
H 0.4142 -0.5903 0.7703
H -0.3552 -1.8673 0.0701
H 1.9471 -1.5711 -1.6115
H -0.4490 2.7373 0.3934
H -2.1037 0.4457 0.7270
H -2.9721 -1.5143 -0.6234
H -0.7116 -2.4765 2.2843
H 0.9757 0.5036 -2.5824
H -0.7955 2.8941 -1.3447
H 0.2917 0.7866 -0.5649
H -0.9747 -0.6899 -2.2619
```

## Properties
HOMO level: -5.2760 eV
Multiplicity: 1
ΔE to the lowest compared entry with this formula, charge and spin: 1.6660 eV
Energy: -688.81026 Ha
Net charge: -1
Kohn-Sham gap: 8.57 eV